No. 1
Density functional theory data (ωB97M-V/def2-TZVPD) for 2 unconnected molecules or ions with the total composition C4H9N2.

Element x y z (Å)
N: -0.990 -0.076 0.616
N: 0.888 -0.231 0.242
C: 1.278 1.082 0.530
C: -1.920 -0.933 0.062
C: -1.713 0.455 -0.456
C: 1.747 -1.052 -0.208
H: 2.362 0.964 0.691
H: -2.778 -1.086 0.930
H: 0.806 1.488 1.449
H: 2.689 -0.484 -0.475
H: -1.643 -1.711 -0.613
H: 1.677 -2.075 -0.572
H: 1.038 1.913 -0.342
H: -2.211 1.368 -0.434
H: -1.230 0.379 -1.419

Properties
- Lowest unoccupied orbital energy (spin up / spin down): -4.11 / -7.84 eV
- Net charge: +1
- Gap between HOMO and LUMO (spin up / spin down): 9.00 / 7.56 eV
- <S²>: 2.011
- Spin multiplicity: 3



No. 2
Density functional theory data (ωB97M-V/def2-TZVPD) for a gas-phase ion, C4H9N2O (charge +1).

Element x y z (Å)
O: -0.063 -0.053 -0.495
N: 0.000 -2.259 -0.972
N: 0.333 0.903 0.721
C: -0.772 -3.211 -1.193
C: 0.529 -1.154 -0.494
C: -0.940 1.378 1.227
C: 1.151 1.904 0.070
H: -0.721 -3.821 -2.152
H: 1.509 -1.172 -0.055
H: 2.139 1.536 -0.165
H: -1.538 -3.445 -0.431
H: 1.397 2.825 0.667
H: 0.571 2.294 -0.870
H: -1.513 1.772 0.356
H: -1.570 0.577 1.705
H: -0.512 1.927 2.081

Properties
- Lowest unoccupied orbital energy: -4.93 eV
- Net charge: +1
- Gap between HOMO and LUMO: 9.39 eV
- Structure (SMILES): C=[N+]=CON(C)C



No. 3
Density functional theory data (ωB97M-V/def2-TZVPD) for 2 unconnected molecules or ions with the total composition C4H9N2O.

Element x y z (Å)
O: -0.919 -0.659 -1.780
N: -0.067 -0.435 -0.684
N: 1.287 0.797 2.241
C: -2.291 0.800 -0.792
C: -1.953 0.121 -1.837
C: -0.509 0.393 0.186
C: 1.118 -1.286 -0.722
H: 0.059 0.871 1.098
H: 0.810 -2.306 -0.247
H: 1.297 -0.235 2.475
H: 1.958 -0.880 -0.040
H: 2.155 1.160 1.876
H: -2.955 1.451 -0.187
H: -2.418 0.131 -2.823
H: 1.454 -1.320 -1.767
H: 0.974 1.397 3.003

Properties
- Lowest unoccupied orbital energy: -3.69 eV
- Net charge: +1
- Gap between HOMO and LUMO: 10.48 eV



No. 4
Density functional theory data (ωB97M-V/def2-TZVPD) for 2 unconnected molecules or ions with the total composition C4H9N2O.

Element x y z (Å)
O: 1.181 -0.139 -2.246
N: -0.918 -0.118 1.653
N: -1.400 -1.359 -0.639
C: -0.305 1.003 1.785
C: 1.161 0.837 -0.133
C: 1.791 0.229 -1.096
C: 0.528 1.563 0.767
H: 0.659 2.639 0.781
H: 2.834 -0.040 -0.956
H: -1.011 -0.645 0.677
H: 1.824 -0.447 -2.898
H: -1.479 -0.475 2.418
H: -1.054 -0.871 -1.456
H: -2.400 -1.482 -0.724
H: -0.433 1.588 2.692
H: -0.978 -2.283 -0.625

Properties
- Lowest unoccupied orbital energy: -4.65 eV
- Net charge: +1
- Gap between HOMO and LUMO: 8.85 eV



No. 5
Density functional theory data (ωB97M-V/def2-TZVPD) for 2 unconnected molecules or ions with the total composition C4H9N2O.

Element x y z (Å)
O: -3.494 0.511 2.979
N: -0.121 0.337 -0.445
N: 0.947 -0.261 -2.195
C: 1.460 -0.174 1.369
C: -0.261 0.276 -1.811
C: 1.698 -0.667 -1.109
C: 1.011 -0.239 0.010
H: 2.611 -1.212 -1.464
H: -0.891 0.670 0.216
H: 1.241 -0.679 -3.089
H: -4.152 -0.164 2.953
H: -1.137 0.701 -2.303
H: 1.712 0.936 1.706
H: -3.838 1.369 2.492
H: 2.481 -0.750 1.362
H: 0.694 -0.671 2.022

Properties
- Lowest unoccupied orbital energy: -3.59 eV
- Net charge: +1
- Gap between HOMO and LUMO: 10.45 eV



No. 6
Density functional theory data (ωB97M-V/def2-TZVPD) for a gas-phase ion, C4H9N2O (charge +1).

Element x y z (Å)
O: -1.494 1.048 -0.798
N: 1.747 -0.854 -0.618
N: -0.462 -0.666 0.753
C: -1.611 0.037 0.201
C: -1.345 -1.413 -0.077
C: 1.085 -0.060 0.125
C: 1.326 1.233 0.556
H: 2.647 -0.619 -0.806
H: -2.039 -2.069 0.379
H: -2.201 1.663 -0.736
H: -0.793 -1.593 -1.061
H: 0.659 1.899 0.132
H: 2.263 1.631 0.312
H: 1.185 1.340 1.731
H: 1.437 -1.832 -0.998
H: -2.404 0.256 0.904

Properties
- Lowest unoccupied orbital energy: -4.41 eV
- Net charge: +1
- Gap between HOMO and LUMO: 9.15 eV
- Structure (SMILES): CC(=[NH2+])N1C[C@@H]1O



Quick rundown of energy relative to the best compared isomer or geometry (same formula, charge and spin), same order as above: 4.048 5.363 6.410 2.429 1.487 4.674 eV